# C96H211N9O14

A 14-piece molecular cluster, C96H211N9O14 overall (ωB97M-V/def2-TZVPD, the Open Molecules 2025 dataset).

Values from the calculation:
**Energy relative to the best compared isomer or geometry (same formula, charge and spin)**: 140.9 kJ/mol
**LUMO energy**: 0.01331 hartree
**Gap between HOMO and LUMO**: 8.62 eV
**F_max**: 0.074 Eh/bohr
**E_HOMO**: -8.26 eV

The geometry in ORCA input format:
```
! wB97M-V def2-TZVPD RIJCOSX def2/J DEFGRID3
* xyz 0 1
C 2.887 4.225 -1.393
C 1.512 4.003 -1.997
C 1.627 3.321 -3.316
O 0.666 3.280 -1.097
H 3.450 3.264 -1.205
H 2.826 4.729 -0.407
H 3.475 4.754 -2.081
H 1.024 4.967 -2.319
H 0.708 3.044 -3.875
H 2.243 2.446 -3.288
H 2.230 4.021 -3.911
H -0.255 3.412 -1.422
C -1.577 4.426 1.620
C -0.562 5.580 1.310
C -0.491 6.711 2.333
O 0.747 4.873 1.431
H -1.527 3.862 0.688
H -2.542 4.817 1.936
H -1.225 3.811 2.439
H -0.647 5.898 0.271
H -0.113 6.305 3.304
H -1.452 7.096 2.504
H 0.190 7.511 2.038
H 0.824 4.352 0.605
C 4.608 -5.229 0.992
C 4.083 -3.830 0.587
C 5.228 -2.774 0.905
O 3.901 -3.824 -0.874
H 4.868 -5.249 2.057
H 5.433 -5.458 0.334
H 3.871 -5.960 0.824
H 3.124 -3.553 1.091
H 5.522 -2.735 1.930
H 4.863 -1.790 0.595
H 6.106 -2.962 0.324
H 3.257 -4.492 -1.117
C 1.049 -4.440 -4.953
C 2.276 -5.219 -4.539
C 3.388 -5.298 -5.556
O 2.749 -4.591 -3.320
H 1.254 -3.450 -5.320
H 0.575 -4.204 -4.005
H 0.354 -4.988 -5.589
H 2.041 -6.221 -4.194
H 3.973 -4.432 -5.713
H 2.940 -5.691 -6.502
H 4.169 -6.006 -5.253
H 3.248 -3.781 -3.571
C 6.727 -1.068 -2.511
C 5.263 -1.333 -2.795
C 4.623 -0.516 -3.875
O 5.128 -2.726 -3.073
H 7.264 -1.599 -3.282
H 7.099 -1.504 -1.545
H 6.864 0.013 -2.507
H 4.731 -1.154 -1.869
H 5.052 -0.833 -4.786
H 4.584 0.571 -3.830
H 3.536 -0.875 -3.919
H 4.976 -3.177 -2.233
C -7.959 -1.253 0.047
C -6.878 -0.895 -0.978
C -6.551 -2.101 -1.860
C -7.467 -2.274 -2.978
C -7.704 -0.954 -3.714
C -8.107 0.259 -2.850
N -7.141 0.289 -1.797
O -7.333 1.336 -0.860
C -8.018 1.494 -3.742
C -9.569 0.052 -2.328
C -5.610 -0.593 -0.168
H -7.453 -1.845 0.816
H -8.669 -1.942 -0.491
H -8.310 -0.316 0.476
H -5.537 -1.990 -2.143
H -6.538 -2.955 -1.169
H -8.467 -2.667 -2.598
H -7.190 -3.047 -3.625
H -8.523 -1.088 -4.474
H -6.732 -0.746 -4.187
H -8.855 1.575 -4.407
H -7.922 2.342 -3.072
H -7.022 1.368 -4.290
H -10.236 0.029 -3.162
H -9.744 -0.895 -1.821
H -9.871 0.869 -1.588
H -4.981 -0.050 -0.908
H -5.231 -1.492 0.182
H -5.986 -0.043 0.654
H -8.219 1.297 -0.415
C 1.506 0.442 -9.355
C 1.646 -0.695 -8.331
C 2.425 -0.260 -7.107
C 1.670 0.888 -6.366
C 0.444 0.257 -5.820
C -0.494 -0.443 -6.830
N 0.343 -1.202 -7.779
O -0.499 -1.674 -8.791
C -1.406 -1.501 -6.138
C -1.421 0.577 -7.566
C 2.289 -1.894 -8.993
H 0.754 0.019 -10.049
H 2.412 0.581 -9.992
H 1.159 1.411 -8.940
H 2.500 -1.115 -6.408
H 3.374 0.119 -7.384
H 1.374 1.687 -7.108
H 2.314 1.382 -5.597
H -0.169 0.927 -5.178
H 0.744 -0.523 -5.090
H -2.109 -1.001 -5.396
H -1.991 -1.964 -6.880
H -0.825 -2.320 -5.612
H -2.312 -0.027 -7.774
H -1.758 1.282 -6.784
H -1.005 1.059 -8.466
H 2.510 -2.640 -8.238
H 3.195 -1.554 -9.406
H 1.697 -2.237 -9.863
H -0.601 -0.919 -9.375
C 1.890 1.267 4.988
C 3.303 1.359 4.302
C 3.213 2.620 3.444
C 3.348 3.924 4.244
C 4.656 3.862 5.055
C 4.742 2.574 5.944
N 4.544 1.384 5.095
O 4.489 0.286 6.009
C 6.189 2.460 6.467
C 3.791 2.723 7.136
C 3.457 0.191 3.329
H 1.118 1.292 4.188
H 1.678 2.111 5.605
H 1.789 0.264 5.468
H 4.037 2.601 2.712
H 2.285 2.511 2.826
H 2.437 4.074 4.753
H 3.434 4.742 3.492
H 4.732 4.745 5.746
H 5.501 3.860 4.361
H 6.289 1.603 7.148
H 6.878 2.278 5.646
H 6.442 3.436 6.981
H 4.037 1.862 7.862
H 4.104 3.584 7.736
H 2.727 2.835 6.900
H 3.178 -0.791 3.731
H 4.477 0.248 2.872
H 2.679 0.334 2.564
H 4.996 -0.392 5.539
C -4.270 3.228 -2.592
C -2.967 3.377 -3.382
C -3.110 3.484 -4.920
C -3.679 4.842 -5.332
C -2.799 5.958 -4.818
C -2.569 5.922 -3.331
N -2.125 4.528 -2.999
O -1.897 4.544 -1.591
C -1.519 6.930 -2.922
C -3.878 6.316 -2.572
C -1.980 2.166 -3.273
H -4.582 2.209 -2.549
H -5.044 3.843 -3.099
H -4.244 3.469 -1.506
H -2.163 3.320 -5.387
H -3.791 2.699 -5.218
H -4.714 4.942 -4.949
H -3.893 4.897 -6.407
H -3.206 6.953 -4.935
H -1.895 5.972 -5.427
H -1.611 7.853 -3.522
H -1.595 7.121 -1.862
H -0.485 6.547 -3.169
H -4.819 5.989 -3.024
H -3.861 6.027 -1.504
H -3.946 7.392 -2.533
H -0.994 2.443 -3.631
H -2.439 1.259 -3.763
H -1.842 1.948 -2.233
H -2.803 4.458 -1.238
C -0.943 -6.136 0.920
C -2.094 -6.892 1.466
C -2.787 -6.079 2.637
C -3.569 -4.926 2.034
C -4.504 -5.340 0.921
C -3.932 -6.250 -0.155
N -3.104 -7.285 0.480
O -2.422 -8.089 -0.542
C -5.141 -6.888 -0.755
C -3.164 -5.460 -1.253
C -1.589 -8.185 2.080
H -0.688 -6.538 -0.118
H -0.045 -6.326 1.489
H -1.160 -5.126 0.831
H -3.492 -6.641 3.289
H -1.986 -5.648 3.244
H -2.898 -4.183 1.652
H -4.140 -4.411 2.827
H -4.961 -4.473 0.424
H -5.379 -5.752 1.390
H -5.864 -6.056 -1.053
H -4.980 -7.476 -1.642
H -5.653 -7.381 0.008
H -3.790 -4.702 -1.764
H -2.343 -4.894 -0.845
H -2.915 -6.239 -1.952
H -0.876 -7.893 2.802
H -1.142 -8.885 1.333
H -2.422 -8.680 2.566
H -2.747 -8.937 -0.381
C -6.754 6.512 5.378
C -6.204 5.208 4.760
C -6.632 4.050 5.681
C -6.410 2.713 5.072
C -7.203 2.610 3.809
C -6.806 3.666 2.749
N -6.885 4.975 3.480
O -6.495 5.980 2.508
C -5.390 3.400 2.203
C -7.837 3.588 1.652
C -4.673 5.268 4.829
H -6.418 7.440 4.913
H -6.491 6.439 6.441
H -7.825 6.337 5.255
H -5.951 4.216 6.523
H -7.674 4.202 5.967
H -6.692 1.893 5.744
H -5.366 2.415 4.940
H -8.296 2.805 4.020
H -7.237 1.632 3.265
H -5.236 2.352 1.875
H -5.270 4.005 1.281
H -4.475 3.635 2.891
H -7.745 2.670 1.076
H -8.879 3.527 2.081
H -7.955 4.490 1.052
H -4.382 5.765 5.781
H -4.378 5.826 3.941
H -4.272 4.254 4.715
H -7.276 6.522 2.370
C 4.287 -3.250 4.777
C 2.867 -3.589 5.336
C 1.803 -3.195 4.351
C 0.469 -3.907 4.577
C 0.647 -5.390 4.644
C 1.495 -5.759 5.870
N 2.819 -5.055 5.587
O 3.741 -5.311 6.626
C 0.840 -5.370 7.220
C 1.755 -7.272 5.895
C 2.585 -2.761 6.664
H 4.943 -3.018 5.553
H 4.122 -2.430 4.097
H 4.478 -4.132 4.097
H 1.758 -2.082 4.248
H 2.211 -3.465 3.383
H -0.201 -3.737 3.725
H -0.085 -3.599 5.471
H 1.192 -5.792 3.844
H -0.333 -5.894 4.728
H 0.407 -6.354 7.673
H 1.640 -5.080 7.900
H 0.056 -4.593 7.298
H 0.833 -7.797 5.616
H 2.467 -7.675 5.175
H 2.091 -7.556 6.876
H 1.530 -2.753 7.007
H 2.857 -1.753 6.410
H 3.121 -3.151 7.504
H 4.526 -5.716 6.274
C 11.042 1.859 0.352
C 9.620 1.345 0.628
C 9.533 0.829 2.085
C 8.092 0.635 2.465
C 7.249 1.958 2.323
C 7.283 2.448 0.913
N 8.726 2.530 0.497
O 8.828 3.007 -0.884
C 6.385 1.571 0.181
C 6.796 3.875 0.889
C 9.331 0.236 -0.425
H 11.757 0.986 0.421
H 11.335 2.596 1.124
H 11.097 2.259 -0.631
H 10.068 -0.111 2.205
H 9.982 1.524 2.796
H 8.055 0.332 3.498
H 7.685 -0.224 1.905
H 7.645 2.704 3.035
H 6.187 1.848 2.612
H 6.336 0.545 0.612
H 5.403 2.011 0.487
H 6.465 1.568 -0.877
H 5.775 3.967 1.301
H 7.513 4.436 1.454
H 6.790 4.294 -0.134
H 8.430 -0.277 -0.060
H 10.108 -0.583 -0.491
H 9.136 0.649 -1.413
H 9.258 3.849 -0.738
C 1.588 -1.576 -0.206
C 0.666 -0.629 -0.996
C -0.344 -1.532 -1.812
C -1.419 -2.265 -1.024
C -2.135 -1.049 -0.224
C -1.190 -0.321 0.690
N -0.168 0.261 -0.150
O 0.707 1.072 0.784
C -1.918 0.889 1.340
C -0.779 -1.173 1.990
C 1.450 0.283 -1.975
H 2.027 -1.018 0.572
H 2.383 -1.928 -0.875
H 1.010 -2.382 0.192
H -0.849 -0.865 -2.475
H 0.274 -2.193 -2.479
H -0.878 -2.950 -0.350
H -2.174 -2.759 -1.675
H -2.962 -1.488 0.331
H -2.619 -0.293 -0.951
H -1.199 1.245 2.135
H -1.979 1.714 0.632
H -2.822 0.688 1.892
H -0.480 -2.225 1.789
H -0.003 -0.678 2.600
H -1.674 -1.152 2.620
H 2.028 -0.320 -2.644
H 2.196 0.942 -1.542
H 0.777 0.913 -2.557
H 1.080 1.699 0.158
*
```